Below is a molecular structure, C7H13BeNO2P, with properties calculated with wB97M-V/def2-TZVPD.

Each line ends with the natural charge from an NBO analysis.
Positions of all 25 atoms, in Å:
C1 -0.9820 -0.3621 -2.5032  -0.80
C2 -0.7753 0.5212 -3.5431  -0.34
C3 0.1371 1.6008 -3.4830  -0.19
C4 0.9257 1.9459 -2.3601  -0.37
C5 0.9234 1.2339 -1.1779  -0.66
Be1 0.0602 -0.5487 -0.7835  1.49
P1 -0.9429 -2.7155 -0.4190  0.06
H1 -1.8012 -1.0796 -2.6766  0.12
H2 -1.3824 0.4292 -4.4521  0.16
H3 0.1911 2.2622 -4.3571  0.17
H4 1.5142 1.6976 -0.3708  0.13
H5 1.5233 2.8632 -2.4313  0.16
H6 -0.0939 -3.8370 -0.2474  0.00
H7 -1.7944 -3.2018 -1.4412  0.00
H8 -1.7884 -2.8815 0.7065  0.00
N1 1.0729 0.6863 3.7543  -1.02
C6 -0.1485 0.1617 3.1388  -0.44
C7 0.1399 -0.3448 1.7601  0.72
O1 1.0543 -1.2769 1.6053  -0.76
O2 -0.4803 0.1311 0.6980  -0.84
H9 1.7950 -0.0682 3.8275  0.40
H10 0.8553 1.0279 4.7180  0.16
H11 1.4533 1.4783 3.1870  0.38
H12 -0.5347 -0.6809 3.7536  0.23
H13 -0.9220 0.9579 3.0973  0.24

Results
* HOMO level (alpha / beta): -1.16 / -2.66 eV
* max |F|: 5.2 eV Å⁻¹
* molecular weight: 183.17 g mol⁻¹
* multiplicity: 1
* relative energy (zero: lowest compared OMol25 entry of this formula, charge and spin): 215.1 kJ/mol
* frontier orbital gap (alpha / beta): 4.254 / 5.781 eV
* charge: -1
* total energy: -22740.666 eV

***

Below is 2 unconnected molecules or ions with the total composition C3H8F2NO, with properties calculated with wB97M-V/def2-TZVPD.

Each line ends with the natural charge from an NBO analysis.
Positions of all 15 atoms, in Å:
C1 1.2784 -0.0724 -0.7506  -0.43
C2 0.3108 0.4546 1.4016  -0.41
C3 -1.2391 -0.2708 -0.4033  0.70
N1 0.1092 0.4129 -0.0803  0.14
O1 -1.0745 -1.5911 -0.2198  -0.69
F1 -2.2026 0.4167 0.1754  -0.28
F2 -0.0049 1.7176 -0.5750  -0.17
H1 1.8819 0.7089 -0.9297  0.26
H2 1.7122 -0.8538 -0.3017  0.24
H3 1.1087 -0.3021 -1.7399  0.25
H4 -0.1391 -0.3887 1.7761  0.23
H5 1.3412 0.4225 1.7236  0.25
H6 -0.0559 1.3070 1.7218  0.25
H7 -1.2281 0.0030 -2.1246  0.12
H8 -1.7982 -1.9642 0.3263  0.53

Results
* HOMO level: -15.50 eV
* max |F|: 6.2 eV Å⁻¹
* molecular weight: 112.10 g mol⁻¹
* multiplicity: 1
* relative energy (zero: lowest compared OMol25 entry of this formula, charge and spin): 542.6 kJ/mol
* frontier orbital gap: 11.461 eV
* charge: +1
* total energy: -12200.429 eV

***

Below is a single C4H6N4 molecule, with properties calculated with wB97M-V/def2-TZVPD.

Each line ends with the natural charge from an NBO analysis.
Positions of all 14 atoms, in Å:
N1 -2.6417 -0.8963 -1.8675  -0.65
N2 -1.2544 -0.6212 -1.5916  -0.25
C1 -0.9936 0.1945 -0.6856  0.04
C2 0.3975 0.1960 -0.1952  0.00
C3 1.4297 -0.6242 0.2541  -0.04
N3 2.0069 -0.1331 1.4473  -0.56
C4 1.2145 0.9271 1.8378  0.17
N4 0.2952 1.1691 0.9126  -0.46
H1 -2.4349 -0.7006 -3.0912  0.37
H2 -3.3698 -0.1367 -1.4193  0.34
H3 -1.7820 0.6504 0.2227  0.20
H4 1.9629 -1.5760 -0.0077  0.22
H5 2.8337 -0.5445 1.9983  0.43
H6 1.6593 1.5171 2.7250  0.21

Results
* HOMO level: -8.52 eV
* max |F|: 6.0 eV Å⁻¹
* molecular weight: 110.12 g mol⁻¹
* multiplicity: 1
* relative energy (zero: lowest compared OMol25 entry of this formula, charge and spin): 477.6 kJ/mol
* frontier orbital gap: 9.297 eV
* total energy: -10200.990 eV

***

Below is a molecular structure, C33H36BF9N3OP2TeTi, with properties calculated with wB97M-V/def2-TZVPD.

Each line ends with the Löwdin spin population.
Positions of all 87 atoms, in Å:
Ti1 0.6874 0.4514 0.3491  0.83
C1 -1.4434 1.7856 -2.2007  0.00
P1 -1.4677 2.3408 -0.4265  0.03
C2 -3.2563 2.7744 -0.3157  0.01
C3 -3.9870 3.2130 -1.4189  0.00
C4 -5.3316 3.5245 -1.2946  0.00
C5 -5.9668 3.4172 -0.0655  0.00
C6 -5.2469 2.9983 1.0420  0.00
C7 -3.9028 2.6759 0.9153  0.00
C8 -0.7218 4.0031 -0.5995  0.00
C9 -1.3384 5.1454 -0.0981  0.00
C10 -0.7370 6.3836 -0.2630  0.00
C11 0.4770 6.4869 -0.9236  0.00
C12 1.1167 5.3451 -1.3826  0.00
C13 0.5290 4.1027 -1.2103  0.00
C14 -0.2320 0.9870 -2.5532  0.00
C15 0.2607 0.7649 -3.8189  0.00
C16 1.3536 -0.1180 -3.6851  0.00
C17 1.4848 -0.3827 -2.3453  0.00
C18 2.4731 -1.2857 -1.6818  0.00
P2 1.4296 -2.3758 -0.6223  0.00
C19 2.2970 -3.6452 0.3053  0.00
C20 1.7419 -4.0767 1.5073  0.00
C21 2.3265 -5.1222 2.2006  0.00
C22 3.4601 -5.7410 1.6933  0.00
C23 4.0086 -5.3154 0.4911  0.00
C24 3.4213 -4.2831 -0.2153  0.00
C25 0.3992 -3.2243 -1.8415  0.00
C26 0.8340 -4.3894 -2.4670  0.00
C27 0.0530 -4.9776 -3.4488  0.00
C28 -1.1580 -4.4030 -3.8083  0.00
C29 -1.5969 -3.2471 -3.1787  0.00
C30 -0.8224 -2.6578 -2.1934  0.00
N1 0.4961 0.2774 -1.6264  0.00
H1 -2.3371 1.1687 -2.3473  0.00
H2 -1.5152 2.6484 -2.8634  0.00
H3 -3.5112 3.3330 -2.3826  0.00
H4 -5.8828 3.8702 -2.1598  0.00
H5 -7.0184 3.6556 0.0265  0.00
H6 -5.7258 2.9359 2.0108  0.00
H7 -3.3464 2.3803 1.7944  0.00
H8 -2.2863 5.0699 0.4182  0.00
H9 -1.2209 7.2701 0.1263  0.00
H10 0.9347 7.4569 -1.0693  0.00
H11 2.0790 5.4214 -1.8717  0.00
H12 1.0371 3.2078 -1.5530  0.00
H13 -0.1246 1.1930 -4.7304  0.00
H14 1.9817 -0.5089 -4.4704  0.00
H15 3.0094 -1.8796 -2.4208  0.00
H16 3.2050 -0.7202 -1.1195  0.00
H17 0.8395 -3.6043 1.8743  0.00
H18 1.8948 -5.4632 3.1323  0.00
H19 3.9138 -6.5620 2.2318  0.00
H20 4.9002 -5.7885 0.1033  0.00
H21 3.8565 -3.9509 -1.1477  0.00
H22 1.7874 -4.8234 -2.1938  0.00
H23 0.3991 -5.8765 -3.9414  0.00
H24 -1.7536 -4.8532 -4.5915  0.00
H25 -2.5355 -2.7936 -3.4687  0.00
H26 -1.1426 -1.7406 -1.7160  0.00
N2 -1.2822 -0.1526 1.4399  0.00
C31 -1.5434 -1.2261 2.4266  0.00
C32 -0.9192 -0.9270 3.7948  0.00
C33 0.4997 -1.4442 4.0126  0.00
N3 1.5146 -0.7086 3.2407  0.00
H27 -1.6080 0.7193 1.8540  0.00
H28 -1.8680 -0.3198 0.6259  0.00
H29 -1.1555 -2.1641 2.0249  0.00
H30 -2.6226 -1.3404 2.5635  0.00
H31 -1.5438 -1.3836 4.5641  0.00
H32 -0.9352 0.1527 3.9701  0.00
H33 0.5500 -2.5030 3.7495  0.00
H34 0.7193 -1.3608 5.0811  0.00
H35 2.4167 -0.8937 3.6788  0.00
H36 1.3691 0.2893 3.3888  0.00
F1 -1.2382 2.6973 2.6475  0.00
B1 0.1541 2.7646 2.8068  0.00
F2 0.6748 3.9704 2.5135  0.00
F3 0.5261 2.2147 4.0117  0.00
F4 0.6761 1.7499 1.7601  0.01
F5 2.2273 1.2898 -0.0874  0.01
Te1 3.1759 -0.6606 1.2148  0.04
F6 4.5586 0.4199 0.4391  0.00
F7 3.2013 0.9513 2.3167  0.00
F8 4.2424 -1.1800 2.7486  0.01
F9 4.6021 -1.8925 0.4368  0.02
O1 0.5301 -1.5403 0.2866  0.00

Results
* HOMO level (alpha / beta): -7.87 / -7.87 eV
* max |F|: 7.5 eV Å⁻¹
* molecular weight: 909.88 g mol⁻¹
* multiplicity: 2
* relative energy (zero: lowest compared OMol25 entry of this formula, charge and spin): 253.8 kJ/mol
* frontier orbital gap (alpha / beta): 7.471 / 7.275 eV
* total energy: -115454.297 eV

***

Below is 2 unconnected molecules or ions with the total composition C34H23F4N3O3, with properties calculated with wB97M-V/def2-TZVPD.

Each line ends with the natural charge from an NBO analysis.
Positions of all 67 atoms, in Å:
C1 -3.4027 0.7881 0.2540  -0.25
O1 -2.0788 0.4372 -0.1980  -0.55
C2 -0.9845 1.1529 0.0538  0.20
C3 0.1894 0.6516 -0.5002  0.29
N1 1.4775 1.0154 -0.2614  -0.27
C4 2.0267 2.1764 0.3199  0.23
C5 2.9406 1.9984 1.3627  -0.23
C6 3.3399 3.1192 2.0877  -0.21
C7 2.9283 4.3948 1.6893  -0.23
C8 2.1331 4.5639 0.5505  -0.19
C9 1.7012 3.4516 -0.1607  -0.24
N2 2.3441 0.0232 -0.6387  -0.26
C10 1.6250 -0.8552 -1.3041  0.35
C11 2.1859 -1.9528 -2.0890  -0.03
C12 1.6918 -2.3862 -3.3467  -0.21
C13 2.3386 -3.4062 -4.0478  -0.21
C14 3.4968 -3.9964 -3.5241  -0.20
C15 4.0173 -3.5457 -2.3036  -0.20
C16 3.3817 -2.5227 -1.6048  -0.20
N3 0.2766 -0.5363 -1.2157  -0.44
C17 -0.7839 -1.2760 -1.7877  0.25
C18 -1.4800 -0.7411 -2.8578  -0.24
C19 -2.4605 -1.5189 -3.4787  -0.19
C20 -2.7662 -2.7827 -2.9650  -0.22
C21 -2.1048 -3.2727 -1.8376  -0.20
C22 -1.0843 -2.5158 -1.2511  -0.23
C23 -1.0890 2.4620 0.7242  -0.09
C24 -0.5210 2.6862 1.9877  -0.19
C25 -0.6378 3.9266 2.6112  -0.22
C26 -1.3904 4.9367 2.0107  -0.17
C27 -1.9789 4.7192 0.7638  -0.24
C28 -1.8133 3.5025 0.1112  -0.21
H1 -4.0431 0.0346 -0.2022  0.20
H2 -3.4408 0.7127 1.3429  0.21
H3 -3.6728 1.7891 -0.0849  0.18
H4 3.2603 0.9867 1.6125  0.23
H5 3.9805 2.9819 2.9584  0.22
H6 3.2325 5.2722 2.2616  0.22
H7 1.8414 5.5626 0.2217  0.22
H8 1.0839 3.5238 -1.0563  0.23
H9 0.8034 -1.9102 -3.7679  0.22
H10 1.9427 -3.7356 -5.0137  0.22
H11 3.9911 -4.7985 -4.0730  0.22
H12 4.9293 -3.9897 -1.8999  0.22
H13 3.7891 -2.1385 -0.6708  0.23
H14 -1.2205 0.2574 -3.2141  0.23
H15 -2.9728 -1.1284 -4.3564  0.22
H16 -3.5425 -3.3822 -3.4420  0.22
H17 -2.3540 -4.2408 -1.4020  0.22
H18 -0.5179 -2.8725 -0.3909  0.22
H19 0.0216 1.8597 2.4463  0.23
H20 -0.1408 4.0863 3.5712  0.21
H21 -1.5162 5.8930 2.5160  0.20
H22 -2.5819 5.4970 0.2878  0.21
H23 -2.2243 3.3262 -0.8857  0.21
O2 -0.5888 -4.8650 3.6281  -0.46
C29 -0.8637 -3.7163 3.2566  0.38
C30 -2.2330 -3.2174 3.1855  0.25
F1 -3.2032 -4.0721 3.5610  -0.28
C31 -2.5197 -1.9580 2.7887  0.34
F2 -3.7987 -1.5243 2.7505  -0.29
C32 -1.4822 -0.9714 2.5161  0.36
O3 -1.7104 0.2552 2.5443  -0.47
C33 -0.1619 -1.5360 2.3685  0.28
F3 0.7924 -0.7202 1.8398  -0.29
C34 0.1608 -2.7738 2.8034  0.28
F4 1.4422 -3.1847 2.8448  -0.28

Results
* HOMO level: -6.03 eV
* max |F|: 2.9 eV Å⁻¹
* molecular weight: 597.57 g mol⁻¹
* multiplicity: 1
* frontier orbital gap: 3.599 eV
* total energy: -57109.559 eV

***

Below is a molecular structure, C5H7O4Pd, with properties calculated with wB97M-V/def2-TZVPD.

Each line ends with the Löwdin spin population.
Positions of all 17 atoms, in Å:
O1 1.3285 -1.7600 -0.3684  0.48
Pd1 -0.1249 -1.0495 -0.3192  1.09
C1 2.3661 -0.8308 -0.5558  0.16
C2 1.9386 0.5343 -0.0875  0.73
H1 3.2564 -1.1465 0.0227  0.04
H2 2.6847 -0.7784 -1.6150  0.01
H3 1.3731 0.5466 0.8518  0.03
H4 2.3713 1.4072 -0.5864  0.04
C3 -0.6534 1.7790 -0.8980  0.07
C4 -1.0687 0.4949 -0.6842  0.17
H5 -0.1157 1.9680 -1.8313  0.00
H6 -1.1283 2.6431 -0.4182  0.01
O2 -2.1301 0.4411 0.3042  0.03
C5 -2.2169 -0.6555 0.9973  0.02
O3 -1.3448 -1.5288 1.0505  0.12
O4 -3.2489 -0.6270 1.8060  0.01
H7 -3.2870 -1.4376 2.3314  0.00

Results
* HOMO level (alpha / beta): -7.05 / -8.31 eV
* max |F|: 14.1 eV Å⁻¹
* molecular weight: 237.53 g mol⁻¹
* multiplicity: 4
* relative energy (zero: lowest compared OMol25 entry of this formula, charge and spin): 0.0 kJ/mol
* frontier orbital gap (alpha / beta): 7.456 / 7.742 eV
* total energy: -16958.906 eV

***

Repeat the third record exactly.
Below is a single C4H6N4 molecule, with properties calculated with wB97M-V/def2-TZVPD.

Each line ends with the natural charge from an NBO analysis.
Positions of all 14 atoms, in Å:
N1 -2.6417 -0.8963 -1.8675  -0.65
N2 -1.2544 -0.6212 -1.5916  -0.25
C1 -0.9936 0.1945 -0.6856  0.04
C2 0.3975 0.1960 -0.1952  0.00
C3 1.4297 -0.6242 0.2541  -0.04
N3 2.0069 -0.1331 1.4473  -0.56
C4 1.2145 0.9271 1.8378  0.17
N4 0.2952 1.1691 0.9126  -0.46
H1 -2.4349 -0.7006 -3.0912  0.37
H2 -3.3698 -0.1367 -1.4193  0.34
H3 -1.7820 0.6504 0.2227  0.20
H4 1.9629 -1.5760 -0.0077  0.22
H5 2.8337 -0.5445 1.9983  0.43
H6 1.6593 1.5171 2.7250  0.21

Results
* HOMO level: -8.52 eV
* max |F|: 6.0 eV Å⁻¹
* molecular weight: 110.12 g mol⁻¹
* multiplicity: 1
* relative energy (zero: lowest compared OMol25 entry of this formula, charge and spin): 477.6 kJ/mol
* frontier orbital gap: 9.297 eV
* total energy: -10200.990 eV